(1)
59
Properties=species:S:1:pos:R:3 method="wB97M-V/def2-TZVPD" s_squared=0.7532 relative_energy_kj_mol=71.88 mol_weight_g_mol=694.531 fmax_ev_per_a=0.840 total_energy_ev=-60268.6472 lumo_energy_ev="-0.25 / -0.35" multiplicity=2
Ir 0.188 0.074 -0.518
S -0.291 -2.686 0.494
F 3.924 -2.044 -1.378
F 5.607 -1.708 2.936
F 1.837 -1.106 -1.305
F 2.576 -2.466 0.430
F 2.070 -3.393 -1.609
O 1.598 1.171 0.591
O -1.237 -0.796 -1.639
O -0.648 -1.399 1.221
N -1.220 1.420 -0.342
N -2.393 1.100 -0.989
C 3.403 -0.915 3.007
C 2.646 0.440 1.209
C 2.387 -0.190 2.411
C -1.138 2.577 0.235
C -2.036 -4.682 1.100
C 4.625 -0.993 2.361
C 2.364 3.121 1.836
C -0.630 -5.159 1.458
C 0.066 2.984 0.918
C -1.847 -3.552 0.095
C 1.265 2.408 1.114
C -4.522 -2.218 -3.725
C -3.504 -0.583 -2.282
C -2.304 3.513 0.179
C -5.870 -0.503 -2.716
C -4.748 0.018 -2.093
C -3.396 -1.704 -3.102
C 4.870 -0.385 1.148
C -5.759 -1.621 -3.533
C 3.855 0.352 0.557
C -2.301 -0.049 -1.615
C 0.158 -3.896 1.771
B 2.643 -2.318 -0.961
H -2.654 -5.479 0.686
H -6.835 -0.036 -2.565
H -3.171 3.060 0.662
H -2.065 4.452 0.671
H -0.162 -3.443 2.713
H -4.432 -3.086 -4.365
H 1.399 -0.130 2.850
H 1.239 -4.002 1.758
H -0.005 3.971 1.351
H -4.821 0.884 -1.453
H -0.180 -5.679 0.609
H -6.638 -2.028 -4.016
H 3.225 3.263 1.179
H -1.719 -3.919 -0.924
H 3.988 0.812 -0.412
H -2.630 -2.794 0.094
H -0.623 -5.844 2.306
H 2.005 4.093 2.160
H -2.425 -2.160 -3.246
H 3.259 -1.431 3.945
H 2.709 2.565 2.707
H 5.826 -0.515 0.663
H -2.590 3.702 -0.855
H -2.536 -4.307 1.996


(2)
52
Properties=species:S:1:pos:R:3 method="wB97M-V/def2-TZVPD" s_squared=3.7623 relative_energy_kj_mol=22.42 mol_weight_g_mol=471.264 charge=+2 fmax_ev_per_a=0.679 total_energy_ev=-86749.6931 lumo_energy_ev="-5.96 / -5.90" multiplicity=4
V -0.994 1.500 0.677
Cl -1.039 0.803 3.038
Cl -3.255 0.643 1.137
P 0.243 -0.497 0.117
O -1.514 2.244 -1.135
N 1.035 2.307 0.787
C 1.691 -1.683 -4.057
C 3.114 1.713 1.989
C 1.040 -0.017 -2.460
C 4.050 0.772 2.392
C -2.182 4.525 -1.010
C -2.699 0.118 2.778
C -0.109 -2.410 2.187
C 1.993 1.294 1.295
C -2.003 3.229 -1.714
C 1.387 -2.684 -3.145
C 3.877 -0.569 2.070
C 1.761 -0.052 1.016
C 0.743 -1.016 -1.533
C 2.747 -0.972 1.380
C 1.518 -0.347 -3.716
C -0.813 -3.436 2.807
C -0.508 -1.933 0.939
C -1.636 -2.490 0.329
C 0.916 -2.353 -1.881
C -1.922 -3.993 2.186
C -2.333 -3.519 0.946
C -2.396 3.103 -3.136
H 4.930 1.093 2.932
H 2.632 -2.016 1.115
H -1.393 5.206 -1.345
H -2.122 4.423 0.072
H 3.277 2.764 2.196
H -3.192 -3.956 0.454
H -2.072 2.161 -3.564
H -3.369 0.538 3.516
H -2.001 3.951 -3.702
H 0.739 -1.983 2.699
H -2.628 -0.964 2.784
H -3.129 4.988 -1.287
H -0.487 -3.803 3.771
H -3.486 3.183 -3.191
H 0.890 1.030 -2.214
H 0.687 -3.144 -1.176
H 1.751 0.430 -4.432
H 1.155 3.162 1.327
H 4.626 -1.296 2.353
H 1.332 2.558 -0.155
H -1.969 -2.139 -0.642
H 1.521 -3.723 -3.417
H -2.466 -4.799 2.662
H 2.062 -1.944 -5.040


(3)
56
Properties=species:S:1:pos:R:3 method="wB97M-V/def2-TZVPD" s_squared=6.0361 mol_weight_g_mol=713.823 charge=+2 fmax_ev_per_a=3.025 total_energy_ev=-90209.4914 lumo_energy_ev="-6.65 / -9.83" multiplicity=5
Pt 0.152 0.188 0.596
Cl -0.598 -0.962 6.376
Cl -0.500 -3.257 4.550
Cl -2.934 -1.645 4.736
P 0.107 -2.116 0.447
P -1.981 1.093 0.427
O 2.421 0.236 2.530
O -1.265 0.237 3.172
O 0.673 -0.907 3.425
N 0.299 0.335 -1.514
C 1.532 -1.737 -1.871
C 1.248 2.462 -2.178
C 0.095 1.644 -1.968
C -1.197 2.219 -1.946
C 2.753 -2.355 -2.148
C -0.601 -0.656 3.693
C -1.984 2.711 1.248
C -2.339 1.424 -1.357
C -1.353 3.544 -2.351
C 3.859 -0.215 -2.400
C 0.345 -2.505 -1.344
C -1.452 -2.925 0.905
C 1.456 -0.327 -1.941
C 1.303 -0.052 2.254
C 3.904 -1.599 -2.421
C 2.634 0.464 -2.124
C 2.493 1.852 -1.948
C 1.437 -3.017 1.283
C 1.042 3.821 -2.553
C -1.160 -1.622 4.818
C -0.236 4.341 -2.651
C -3.446 0.207 1.027
H -0.585 -2.207 -1.857
H -4.345 0.767 0.733
H 2.797 -3.445 -2.135
H -0.400 5.376 -2.947
H -2.274 -2.508 0.310
H 0.493 -3.589 -1.436
H 1.337 -2.879 2.368
H -2.457 0.445 -1.851
H -2.925 3.241 1.050
H 4.743 0.388 -2.597
H 1.546 1.164 0.220
H 4.837 -2.120 -2.644
H 1.915 4.427 -2.770
H -2.365 3.953 -2.406
H -3.485 -0.798 0.592
H 3.391 2.471 -1.976
H -3.289 1.972 -1.414
H -1.137 3.310 0.889
H -3.381 0.141 2.120
H 2.410 -2.635 0.949
H -1.652 -2.791 1.976
H 1.352 -4.085 1.037
H -1.872 2.518 2.325
H -1.358 -3.998 0.692


(4)
53
Properties=species:S:1:pos:R:3 method="wB97M-V/def2-TZVPD" s_squared=8.9961 mol_weight_g_mol=711.487 charge=+2 fmax_ev_per_a=2.748 total_energy_ev=-106921.2163 lumo_energy_ev="-6.00 / -11.28" multiplicity=6
I 4.975 1.000 -2.351
I 3.893 -1.504 -2.661
Fe -1.068 -0.133 -1.280
Cl -2.953 -1.118 -0.896
P -1.060 -0.084 -3.514
P 0.026 0.202 0.574
O 1.565 1.014 -2.125
C -1.918 2.075 1.356
C 1.389 1.153 1.282
C -2.196 -0.144 2.287
C 1.239 1.914 2.448
C 2.657 1.033 0.707
C 0.436 -1.496 1.112
C 0.564 0.454 -1.807
C 2.369 2.330 3.143
C 0.719 -1.712 2.471
C 1.170 -2.966 2.887
C 0.963 -3.798 0.620
C -3.314 0.277 3.006
C 1.307 -3.997 1.957
C 3.783 1.458 1.404
C -3.742 1.603 2.888
C 0.315 0.079 -4.707
C -1.489 0.739 1.458
C -3.048 2.502 2.061
C -2.057 1.405 -3.742
C 0.525 -2.543 0.185
C -1.902 -1.574 -4.086
C 3.653 2.056 2.658
H -1.358 2.782 0.739
H -2.756 -1.773 -3.432
H 1.389 -3.109 3.941
H 4.759 1.330 0.950
H -1.215 -2.426 -4.016
H 1.696 -4.957 2.281
H 2.784 0.639 -0.301
H 2.240 2.870 4.074
H 0.219 -2.391 -0.862
H -2.817 1.453 -2.956
H 0.995 -0.771 -4.571
H -2.531 1.366 -4.724
H -3.861 -0.426 3.646
H 0.563 -0.896 3.185
H -0.082 0.078 -5.731
H 0.250 2.171 2.810
H -2.229 -1.465 -5.126
H 1.031 -4.629 -0.078
H -1.422 2.293 -3.677
H -1.863 -1.172 2.364
H 0.869 1.007 -4.519
H -4.612 1.946 3.451
H 4.536 2.315 3.247
H -3.389 3.540 1.968


Please write out number 2 again, unchanged.
52
Properties=species:S:1:pos:R:3 method="wB97M-V/def2-TZVPD" s_squared=3.7623 relative_energy_kj_mol=22.42 mol_weight_g_mol=471.264 charge=+2 fmax_ev_per_a=0.679 total_energy_ev=-86749.6931 lumo_energy_ev="-5.96 / -5.90" multiplicity=4
V -0.994 1.500 0.677
Cl -1.039 0.803 3.038
Cl -3.255 0.643 1.137
P 0.243 -0.497 0.117
O -1.514 2.244 -1.135
N 1.035 2.307 0.787
C 1.691 -1.683 -4.057
C 3.114 1.713 1.989
C 1.040 -0.017 -2.460
C 4.050 0.772 2.392
C -2.182 4.525 -1.010
C -2.699 0.118 2.778
C -0.109 -2.410 2.187
C 1.993 1.294 1.295
C -2.003 3.229 -1.714
C 1.387 -2.684 -3.145
C 3.877 -0.569 2.070
C 1.761 -0.052 1.016
C 0.743 -1.016 -1.533
C 2.747 -0.972 1.380
C 1.518 -0.347 -3.716
C -0.813 -3.436 2.807
C -0.508 -1.933 0.939
C -1.636 -2.490 0.329
C 0.916 -2.353 -1.881
C -1.922 -3.993 2.186
C -2.333 -3.519 0.946
C -2.396 3.103 -3.136
H 4.930 1.093 2.932
H 2.632 -2.016 1.115
H -1.393 5.206 -1.345
H -2.122 4.423 0.072
H 3.277 2.764 2.196
H -3.192 -3.956 0.454
H -2.072 2.161 -3.564
H -3.369 0.538 3.516
H -2.001 3.951 -3.702
H 0.739 -1.983 2.699
H -2.628 -0.964 2.784
H -3.129 4.988 -1.287
H -0.487 -3.803 3.771
H -3.486 3.183 -3.191
H 0.890 1.030 -2.214
H 0.687 -3.144 -1.176
H 1.751 0.430 -4.432
H 1.155 3.162 1.327
H 4.626 -1.296 2.353
H 1.332 2.558 -0.155
H -1.969 -2.139 -0.642
H 1.521 -3.723 -3.417
H -2.466 -4.799 2.662
H 2.062 -1.944 -5.040